Entry 1:
The following is a quantum chemistry calculation of a 3-piece molecular cluster, C5H9N3O2 overall at a distorted geometry, from the OMol25 dataset.

gap between HOMO and LUMO: 10.10 eV
E_HOMO: -9.12 eV
energy above the lowest of the compared OMol25 structures with the same formula, charge and spin: 94.41 kcal/mol

Each line ends with the Mulliken charge.
Geometry (Å):
N 1.268593 0.338892 2.301225  -0.28
N 1.152202 1.420623 2.500596  0.83
O 1.039393 2.549015 2.694573  -0.54
C 1.969774 0.887348 -0.731593  -0.79
C 1.239725 -0.164923 -0.394285  0.04
O -0.113738 -0.115078 -0.354460  -0.22
C -0.825790 -1.311843 -0.093626  -0.35
C -1.262985 -1.985095 -1.389635  -1.14
H 1.525829 1.830614 -0.994220  0.23
H 3.040199 0.838658 -0.751359  0.27
H 1.693747 -1.110625 -0.121314  0.29
H -0.209464 -1.997662 0.499409  0.33
H -1.695202 -1.014931 0.496498  0.34
H -0.388413 -2.284436 -1.963601  0.31
H -1.869370 -2.861162 -1.173723  0.39
H -1.849804 -1.296470 -1.992538  0.30
C -1.552645 2.100414 0.470336  0.20
N -2.268577 2.034176 1.352924  -0.41
H -0.893475 2.142485 -0.355207  0.21

Forces on atoms 1 to 3 (eV/Å):
0.1 -1.4 0.1
0.1 -1.4 -0.2
-0.3 2.8 0.4



Entry 2:
The following is a quantum chemistry calculation of one molecule with the formula C5H9N3O2S at a distorted geometry, from the OMol25 dataset.

gap between HOMO and LUMO (alpha / beta): 6.00 / 7.14 eV
E_HOMO (alpha / beta): -6.53 / -7.12 eV
energy above the lowest of the compared OMol25 structures with the same formula, charge and spin: 57.07 kcal/mol

Each line ends with the Mulliken charge.
Geometry (Å):
C -0.861672 -0.249218 -0.916600  0.14
C -2.224969 -0.434192 -0.723294  -0.60
C 2.115008 -1.009388 0.476203  0.53
C 0.325323 1.359864 0.526386  0.10
C -0.883018 2.152317 0.835625  -1.16
N 0.209759 0.283429 -0.242602  0.36
N 3.073425 -1.857237 0.011239  -0.40
N 1.437592 -0.338805 -0.545041  -0.62
O 1.879783 -0.833917 1.644548  -0.57
O -4.665905 -0.876386 -0.162669  -0.57
S -3.424304 -0.423376 0.501249  0.27
H -0.516570 -0.709303 -1.841378  0.16
H -2.694283 -0.844220 -1.612617  0.24
H 1.269114 1.526964 1.007761  0.44
H -1.532968 1.648398 1.565177  0.21
H -1.478732 2.279678 -0.071372  0.38
H -0.604626 3.124978 1.235174  0.34
H 3.421405 -1.805890 -0.930594  0.20
H 3.693564 -2.234954 0.708771  0.26
H 1.462066 -0.758733 -1.465974  0.31

Forces on atoms 1 to 3 (eV/Å):
0.0 -0.5 -0.8
-0.4 0.1 0.9
-0.2 0.0 0.0



Entry 3:
The following is a quantum chemistry calculation of a 2-piece molecular cluster, C5H9N3OS overall at a distorted geometry, from the OMol25 dataset.

gap between HOMO and LUMO (alpha / beta): 9.16 / 5.82 eV
E_HOMO (alpha / beta): -9.01 / -7.62 eV
energy above the lowest of the compared OMol25 structures with the same formula, charge and spin: 83.75 kcal/mol

Each line ends with the Mulliken charge.
Geometry (Å):
C -0.616328 0.410314 0.724192  -0.54
C -0.711888 1.585539 -0.020499  -0.50
C -1.558773 -0.511235 0.198241  0.59
C -3.245187 -0.355460 -1.669187  -0.76
C 2.953948 -0.859124 1.629162  -0.78
N -1.676749 1.470839 -0.947686  -0.77
N 3.917679 0.643487 -0.314459  -0.49
N -2.094196 0.180347 -0.904652  0.61
O -1.726016 -1.694694 0.427919  -0.57
S 3.459665 -0.795941 -0.118352  0.13
H -0.077374 0.297744 1.610168  0.51
H -0.462350 2.513251 0.232723  0.56
H -2.996725 -0.715872 -2.620855  0.28
H -3.700819 -1.179934 -0.969840  0.28
H -4.007074 0.382058 -1.872609  0.31
H 2.710452 0.228018 2.050170  0.19
H 2.087571 -1.492990 1.562404  0.24
H 3.629557 -1.209321 2.258983  0.45
H 4.114608 1.102974 -1.255824  0.26

Forces on atoms 1 to 3 (eV/Å):
0.1 2.0 -0.4
-2.1 -4.3 0.4
1.0 -0.3 -1.4



Entry 4:
The following is a quantum chemistry calculation of a 2-piece molecular cluster, C5H9N3S overall at a distorted geometry, from the OMol25 dataset.

gap between HOMO and LUMO: 7.67 eV
E_HOMO: -8.64 eV
energy above the lowest of the compared OMol25 structures with the same formula, charge and spin: 61.82 kcal/mol

Each line ends with the Mulliken charge.
Geometry (Å):
C 1.747057 0.810576 -0.909224  0.10
C 1.641232 -0.615966 0.837031  -0.15
C -1.229664 -0.020381 1.367826  -1.27
C -1.336085 0.887550 -1.095662  -1.35
C -0.591506 0.072546 -0.061580  0.61
N 2.887308 0.619092 -0.394386  -0.40
N 2.862843 -0.196604 0.655971  -0.43
N 0.834342 0.107543 -0.089940  0.16
S -0.660601 -2.403418 -0.226553  -0.30
H 1.612892 1.508127 -1.789631  0.31
H 1.203757 -1.005860 1.752512  0.40
H -0.519661 0.548168 2.106582  0.36
H -1.336712 -1.015026 1.597279  0.39
H -2.154984 0.505812 1.400148  0.39
H -1.768589 1.756577 -0.546374  0.31
H -2.230659 0.308983 -1.303992  0.35
H -0.788589 1.108148 -2.005819  0.41
H -0.172388 -2.975866 -1.294196  0.11

Forces on atoms 1 to 3 (eV/Å):
-1.9 0.1 0.3
-0.6 3.3 -0.7
2.9 3.3 -0.8



Entry 5:
The following is a quantum chemistry calculation of one molecule with the formula C5H9N3S at a distorted geometry, from the OMol25 dataset.

gap between HOMO and LUMO: 9.39 eV
E_HOMO: -8.49 eV
energy above the lowest of the compared OMol25 structures with the same formula, charge and spin: 27.16 kcal/mol

Each line ends with the Mulliken charge.
Geometry (Å):
C -2.344206 -0.023901 0.616567  -1.53
C -1.249498 0.318136 -0.382903  1.15
C -1.213687 -0.379795 -1.763548  -1.41
C 0.023308 0.223583 0.322444  -0.04
N 1.239554 0.078622 -0.181714  -0.53
C 2.499422 -0.037302 0.851881  0.43
N 3.776533 0.048022 0.377020  -0.38
N 1.956838 0.128616 1.998406  -0.50
S 0.285966 0.127506 2.094359  0.04
H -3.333584 0.478116 0.263563  0.33
H -2.323248 0.573742 1.588957  0.39
H -2.449228 -1.038985 0.897894  0.40
H -1.395678 1.330734 -0.759209  0.08
H -1.300641 -1.419005 -1.793948  0.38
H -0.244808 -0.143616 -2.227325  0.37
H -2.237070 -0.122996 -2.262392  0.31
H 4.510362 -0.084911 0.999356  0.24
H 3.799667 -0.056564 -0.639407  0.26

Forces on atoms 1 to 3 (eV/Å):
-2.7 3.4 0.2
-0.4 -0.2 -0.6
-2.0 1.1 -0.1



Entry 6:
The following is a quantum chemistry calculation of an isolated ion of composition C5H9N4 and charge +1 at a distorted geometry, from the OMol25 dataset.

net charge: +1
gap between HOMO and LUMO (alpha / beta): 8.01 / 8.01 eV
E_HOMO (alpha / beta): -13.16 / -13.16 eV
energy above the lowest of the compared OMol25 structures with the same formula, charge and spin: 136.61 kcal/mol

Each line ends with the Mulliken charge.
Geometry (Å):
C 1.039400 2.015910 0.666071  0.07
C -1.945461 -1.257489 -0.798918  -0.63
C -1.634478 -1.796244 0.555898  -0.57
C -0.546030 -1.076351 -0.171925  0.17
C 2.016574 0.220361 -0.555977  -1.00
N 0.072045 2.730503 1.121932  0.61
N -0.574881 3.497646 1.615563  -0.44
N 0.815224 0.769262 0.110931  0.52
N -0.290530 0.161180 0.296946  -0.53
H 1.936531 2.617310 0.242389  0.20
H -1.870221 -2.080031 -1.504334  0.28
H -2.632178 -0.352923 -0.981008  0.27
H -1.951688 -1.318208 1.470073  0.27
H -1.703869 -2.878125 0.449551  0.27
H 0.458319 -1.600252 -0.458283  0.36
H 2.708565 -0.051763 0.268716  0.35
H 1.705887 -0.609208 -1.146041  0.41
H 2.396791 1.008422 -1.181582  0.38

Forces on atoms 1 to 3 (eV/Å):
3.1 0.9 -2.0
-0.6 1.2 0.1
-1.1 -0.4 -0.3



Entry 7:
The following is a quantum chemistry calculation of an isolated ion of composition C5H9N4 and charge +1 at a distorted geometry, from the OMol25 dataset.

net charge: +1
spin multiplicity: 3
gap between HOMO and LUMO (alpha / beta): 7.93 / 6.20 eV
E_HOMO (alpha / beta): -10.88 / -14.05 eV
energy above the lowest of the compared OMol25 structures with the same formula, charge and spin: 81.61 kcal/mol

Each line ends with the Mulliken charge.
Geometry (Å):
C 0.137773 0.964360 -0.262247  0.46
C 2.223649 1.383958 0.351386  -0.37
C -1.282785 -0.592032 0.559444  -0.52
C -3.169770 0.941073 0.323266  -0.19
C 1.297090 -0.941872 -0.228734  -0.67
N 1.080636 1.732152 -0.385288  -0.41
N -1.969535 0.667706 0.150912  -0.21
N -0.061261 -0.310377 -0.157029  0.15
N 2.184637 -0.069960 0.593420  -0.10
H 3.115080 1.735333 -0.341440  0.27
H 2.329430 1.749581 1.314215  0.38
H -1.026131 -0.577806 1.664080  0.28
H -1.699578 -1.483084 0.339071  0.45
H -3.685565 1.843743 0.011283  0.27
H -3.886319 0.308537 0.864954  0.23
H 1.366023 -1.888602 0.194600  0.45
H 1.582261 -0.995361 -1.236139  0.28
H 2.298879 -0.424002 1.459393  0.26

Forces on atoms 1 to 3 (eV/Å):
-4.5 1.5 -1.9
1.9 -2.4 -3.6
0.9 4.0 2.1



Entry 8:
The following is a quantum chemistry calculation of a 2-piece molecular cluster, C5H9N4O overall at a distorted geometry, from the OMol25 dataset.

net charge: +1
gap between HOMO and LUMO: 8.24 eV
E_HOMO: -13.59 eV
energy above the lowest of the compared OMol25 structures with the same formula, charge and spin: 60.67 kcal/mol

Each line ends with the Mulliken charge.
Geometry (Å):
C 2.307582 0.413442 0.901764  0.01
C 1.409333 0.709705 2.890364  -0.05
C 0.077378 0.036883 1.105048  -0.34
C -0.836563 -1.415002 -2.018788  -0.84
C -1.119206 0.013058 -1.767323  0.69
N 2.518864 0.606444 2.140261  -0.29
N 1.070076 0.490573 0.395174  0.11
N 0.294581 0.079163 2.472962  0.03
N -2.355155 0.531756 -1.497045  -0.38
O -0.102909 0.782239 -1.893378  -0.74
H 3.102279 0.236412 0.232743  0.42
H 1.385226 0.975534 3.914338  0.39
H -1.700781 -1.966929 -2.489852  0.39
H 0.047717 -1.535645 -2.719607  0.25
H -0.688653 -1.759377 -0.943818  0.23
H -3.247025 -0.051832 -1.603960  0.25
H -0.539767 -0.195335 2.993669  0.30
H -2.439121 1.485140 -1.400057  0.23
H 0.816142 0.563770 -0.712497  0.35

Forces on atoms 1 to 3 (eV/Å):
-0.2 0.6 -1.6
0.0 -2.6 0.2
-2.4 -0.1 1.0



Entry 9:
The following is a quantum chemistry calculation of an isolated ion of composition C5H9N4O2 and charge +1 at a distorted geometry, from the OMol25 dataset.

net charge: +1
spin multiplicity: 3
gap between HOMO and LUMO (alpha / beta): 8.06 / 6.89 eV
E_HOMO (alpha / beta): -11.32 / -14.28 eV
energy above the lowest of the compared OMol25 structures with the same formula, charge and spin: 95.69 kcal/mol

Each line ends with the Mulliken charge.
Geometry (Å):
C 1.608054 -1.034121 0.270587  0.26
C 2.430654 -2.254591 0.401124  -0.24
C -1.612449 0.547278 0.492456  0.41
C -1.018132 2.104576 -1.073280  -0.56
C 0.257017 1.331586 -0.796423  -0.60
N -1.897009 1.752659 0.047480  -0.15
N -0.423459 -1.978263 0.777904  -0.61
N -0.339009 0.141222 -0.054659  -0.08
N 0.324379 -0.969344 0.277386  0.50
O -2.298979 -0.229211 1.052602  -0.61
O 3.171263 -2.487253 1.299024  -0.34
H 2.101114 -0.079127 -0.002277  0.39
H 2.349857 -2.815006 -0.632305  0.28
H -0.841242 3.164397 -0.991083  0.35
H -1.549254 1.728074 -1.954225  0.32
H 0.707249 1.185435 -1.881034  0.32
H 0.906307 1.820780 -0.083960  0.50
H -2.695852 2.338119 0.342536  0.23
H 0.168216 -2.576905 1.351205  0.27
H -1.348722 -1.690303 1.156943  0.34

Forces on atoms 1 to 3 (eV/Å):
8.2 1.8 0.3
-0.6 -0.3 -2.7
0.7 -0.5 -1.4



Entry 10:
The following is a quantum chemistry calculation of a 2-piece molecular cluster, C5H9NO overall at a distorted geometry, from the OMol25 dataset.

net charge: -1
spin multiplicity: 2
gap between HOMO and LUMO (alpha / beta): 2.83 / 8.78 eV
E_HOMO (alpha / beta): 1.34 / -4.44 eV
energy above the lowest of the compared OMol25 structures with the same formula, charge and spin: 5.50 kcal/mol

Each line ends with the Mulliken charge.
Geometry (Å):
C -0.589817 1.650462 -0.531142  -0.07
C 0.771235 1.536065 -0.463174  -1.42
N 1.073572 0.452079 0.315790  -0.76
C -0.064548 -0.128704 0.760393  0.73
C -1.115216 0.593468 0.242177  -1.33
C -0.120036 -1.240907 1.758114  -1.87
H -1.076049 2.435156 -1.081067  0.85
H 1.548419 2.076668 -0.975073  0.76
H 2.053905 0.264860 0.413811  0.23
H -2.141702 0.296267 0.322046  0.82
H -0.323785 -2.216808 1.313830  0.56
H 0.841849 -1.321973 2.275743  0.40
H -0.891201 -1.057134 2.497888  0.39
H 0.161009 -0.710756 -2.933897  0.60
H -0.491033 -1.326253 -1.724959  0.29
O 0.363392 -1.302493 -2.190486  -1.17

Forces on atoms 1 to 3 (eV/Å):
0.5 0.3 -0.1
-0.2 0.0 -0.2
0.6 1.2 -0.7



Short version: calculated total energy = -510.53949 -908.73922 -833.45675 -758.25286 -758.30809 -414.51610 -414.43007 -489.87440 -564.95304 -325.85474 Ha, in the order given.